Record 1
Entry from OMol25: 13 unconnected molecules or ions with the total composition C5H37N2O12 (ωB97M-V with the def2-TZVPD basis set).

Output
E_tot   -33332.1465 eV
Relative energy (zero: lowest compared OMol25 entry of this formula, charge and spin)   1.062 eV
Multiplicity   2

Each line ends with the Mulliken charge.
Cartesian coordinates (Å):
1 C 0.7418 1.9949 0.0329  -2.1016
2 C 0.4372 0.4834 -0.0193  1.9582
3 C -0.6247 0.1472 -1.0868  -0.5623
4 C -0.7994 -1.3074 -1.4747  0.1128
5 C -2.0131 -1.7924 -1.7399  -1.2956
6 N 0.3413 -2.1122 -1.3378  -0.2120
7 N 0.0040 -0.1048 1.2360  0.1679
8 H 0.5362 2.4713 1.0131  0.2442
9 H 1.8239 2.1549 -0.0868  0.5527
10 H 0.1664 2.4849 -0.7312  0.3630
11 H 1.3857 0.0235 -0.3013  -0.6785
12 H -0.2605 0.5833 -2.0334  0.5083
13 H -1.5629 0.5586 -0.6197  -0.1203
14 H -2.8105 -1.0668 -1.5385  0.2755
15 H -2.3786 -2.7582 -1.9924  0.4417
16 H 1.1636 -1.8969 -1.8799  0.2345
17 H 0.1162 -3.0316 -1.0003  0.1474
18 H 0.8552 0.0623 1.8522  0.4502
19 H -0.2432 -1.0956 1.2012  0.1302
20 H -0.7606 0.4155 1.7018  0.1825
21 H -1.7676 1.5120 4.1345  0.2281
22 H -2.4950 1.6005 2.6232  0.3823
23 O -1.9623 1.1188 3.2862  -0.6132
24 H 1.5364 3.5865 -3.4950  0.3389
25 H 0.8071 4.8112 -3.1896  0.3137
26 O 1.2499 4.0914 -2.7200  -0.6730
27 H 3.3317 -3.0706 -3.6347  0.3055
28 H 2.3733 -4.1337 -3.1554  0.3284
29 O 2.9653 -3.4416 -2.8291  -0.6714
30 H -3.3216 2.3481 0.6942  0.3446
31 H -4.4312 1.6121 1.1550  0.3393
32 O -3.7311 2.1334 1.5745  -0.7253
33 H 2.5240 -0.9604 2.3363  0.3699
34 H 2.7181 0.2313 3.2219  0.3208
35 O 2.0249 -0.4202 2.9858  -0.9551
36 H 2.5720 -3.7490 0.6857  0.2546
37 H 3.4724 -2.9299 -0.1372  0.3125
38 O 2.9542 -2.8592 0.6781  -0.5846
39 H 4.0619 1.9050 3.7322  0.4168
40 H 3.1007 1.6318 4.7686  0.3223
41 O 3.1005 2.0237 3.8694  -0.8272
42 H -1.4306 -4.2017 0.8926  0.2730
43 H -0.3336 -3.5627 1.6794  0.2896
44 O -0.4632 -4.1749 0.9448  -0.5849
45 H 3.1305 -0.7241 -1.0967  0.2252
46 H 2.9088 0.4730 -2.2063  0.2800
47 O 2.7841 -0.4513 -1.9549  -0.6333
48 H -2.1687 -1.0397 3.3574  0.2579
49 H -3.0798 -1.9545 2.3315  0.2721
50 O -2.2564 -1.5119 2.5241  -0.5659
51 H -3.2968 2.3864 -1.8113  0.3246
52 H -3.0572 3.6532 -1.0102  0.2967
53 O -3.5115 2.8040 -0.9614  -0.6904
54 H -1.9967 2.4770 -3.5367  0.3169
55 H -2.0058 0.9175 -3.6884  0.2802
56 O -2.4247 1.6544 -3.2437  -0.6684

***

Record 2
Entry from OMol25: 13 unconnected molecules or ions with the total composition C5H37N2O13 (ωB97M-V with the def2-TZVPD basis set).

Output
E_tot   -35380.9946 eV
Relative energy (zero: lowest compared OMol25 entry of this formula, charge and spin)   1.414 eV
Multiplicity   2

Each line ends with the Mulliken charge.
Cartesian coordinates (Å):
1 N 1.2803 -0.1917 0.8028  -0.5358
2 C 1.3462 -0.3202 -0.7080  0.1163
3 C 2.8410 -0.2897 -1.1799  -2.0740
4 C 0.6850 0.9608 -1.2318  -0.5912
5 N 0.1991 0.9293 -2.5242  1.5105
6 C -0.1793 2.2045 -3.1243  -1.3360
7 C 0.4579 -0.1466 -3.4688  -1.0782
8 O 0.4358 1.8892 -0.4642  -0.4240
9 H 0.5217 -0.7902 1.2328  0.3091
10 H 1.2279 0.8499 0.9520  0.1623
11 H 2.1463 -0.4304 1.2419  0.5828
12 H 0.7499 -1.2280 -0.9741  0.2534
13 H 2.9184 -1.1843 -1.7668  0.4032
14 H 3.5655 -0.3919 -0.3731  0.9833
15 H 3.1402 0.5845 -1.7630  0.0172
16 H -0.3267 2.9627 -2.3584  0.2657
17 H -1.1352 2.1990 -3.6626  0.3437
18 H 0.5880 2.6928 -3.7199  0.4237
19 H 0.5858 0.2922 -4.4901  0.3646
20 H -0.2707 -0.9631 -3.4332  0.2865
21 H 1.4941 -0.6239 -3.3297  0.1268
22 H -0.2032 0.4371 4.9810  0.2193
23 H -0.3823 0.9970 3.4788  0.3249
24 O -0.0403 0.3157 4.0661  -0.6699
25 H 1.6581 2.5278 2.3885  0.1430
26 H 0.1364 2.9042 2.5437  0.1861
27 O 0.7765 2.1755 2.6050  -0.4104
28 H -1.7225 -1.9566 1.6237  0.2377
29 H -1.4772 -1.2788 0.2105  0.3897
30 O -1.2219 -2.0066 0.7964  -0.4990
31 H 0.5673 -3.5708 -3.3264  0.2615
32 H -0.5210 -3.8643 -2.3193  0.3414
33 O -0.3571 -3.3559 -3.1414  -0.5307
34 H 3.0800 0.1675 3.5709  0.2237
35 H 1.5812 -0.1492 3.4694  0.2752
36 O 2.4452 -0.3713 3.0977  -0.4721
37 H -2.0994 -0.0665 -1.4293  0.3149
38 H -1.6584 1.1481 -0.8204  0.5346
39 O -2.1787 0.3962 -0.5470  -1.1130
40 H -2.3968 -1.2134 -3.7869  0.2042
41 H -3.0054 -1.7156 -2.6601  0.2855
42 O -2.3584 -1.0067 -2.8289  -0.5599
43 H -3.4311 1.5126 -0.1059  0.4593
44 H -4.7168 2.0762 0.6918  0.2879
45 O -3.8444 2.2990 0.3206  -0.6790
46 H 0.1108 -4.9454 -0.2451  0.3673
47 H -0.9354 -3.8476 -0.3840  0.3241
48 O -0.6339 -4.6735 -0.7772  -0.7955
49 H 4.3976 1.9744 0.8765  0.1337
50 H 4.5654 1.7287 2.3407  0.0877
51 O 3.9022 1.6491 1.6490  0.0948
52 H -1.1369 -1.1409 3.8650  0.3668
53 H -2.1477 -2.3480 3.8768  0.3273
54 O -1.8772 -1.5486 3.4125  -0.7130
55 H -2.8606 2.5461 2.8825  0.2718
56 H -2.2890 2.6593 1.5110  0.3485
57 O -1.9963 2.5400 2.4563  -0.6781

***

Record 3
Entry from OMol25: 12 unconnected molecules or ions with the total composition C5H37N3O11 (ωB97M-V with the def2-TZVPD basis set).

Output
E_tot   -32775.7464 eV
SMILES string   CN[C@H](CN)CCN.O.O.O.O.O.O.O.O.O.O.O
Relative energy (zero: lowest compared OMol25 entry of this formula, charge and spin)   4.598 eV

Each line ends with the Mulliken charge.
Cartesian coordinates (Å):
1 C 1.7766 0.9668 -2.3592  -0.9418
2 N 1.0084 1.0700 -1.0396  -0.6873
3 C 1.0865 -0.1783 -0.1410  1.2151
4 C -0.0324 -0.0470 0.9005  -0.0249
5 N -1.4677 -0.3193 0.5383  -0.4021
6 C 2.5401 -0.3971 0.2420  -1.1849
7 C 3.1131 -1.6694 -0.4163  -0.4469
8 N 3.0133 -2.6768 0.6360  -0.5414
9 H 2.8054 0.7572 -2.0418  0.4103
10 H 1.4635 1.8839 -3.0514  0.1200
11 H 1.4689 0.0680 -2.9046  0.3515
12 H 0.0186 1.3367 -1.2681  0.3010
13 H 0.8521 -0.9695 -0.9192  -0.0240
14 H 0.0314 1.0403 1.2695  -0.0741
15 H 0.2492 -0.6964 1.8153  -0.5419
16 H -1.7053 0.2921 -0.1749  0.4345
17 H -1.6100 -1.2546 0.3611  0.1886
18 H 3.1495 0.5167 -0.0363  0.5741
19 H 2.6061 -0.2999 1.4014  0.4593
20 H 2.4351 -2.0105 -1.3343  0.1647
21 H 4.0703 -1.4953 -0.8563  0.4738
22 H 3.5393 -3.4039 0.4211  0.1654
23 H 3.0480 -2.3129 1.6658  0.2116
24 O -2.0820 -3.1643 0.2706  -0.6502
25 H -2.9406 -3.3079 0.5494  0.2394
26 H -1.2270 -3.5292 0.5998  0.3744
27 O 1.5900 2.7042 0.9109  -0.7701
28 H 2.0167 2.2370 1.5863  0.2829
29 H 1.4433 2.0879 0.1477  0.6319
30 O -0.3594 -2.5706 3.7119  -0.6447
31 H -0.1792 -2.6102 2.7719  0.3060
32 H -1.2247 -2.9326 3.8115  0.2993
33 O 0.4993 -3.8945 1.0895  -0.6889
34 H 1.1918 -3.4337 0.5622  0.3811
35 H 0.5594 -4.8044 0.7108  0.2724
36 O -3.0056 3.5184 -1.7200  -0.6830
37 H -2.6534 3.8704 -0.8666  0.3586
38 H -3.4881 2.6921 -1.3506  0.2919
39 O -3.1249 1.5818 1.6085  -0.7582
40 H -3.8732 1.3397 0.9737  0.2882
41 H -2.4395 0.8916 1.3594  0.3805
42 O -0.9258 3.8905 0.9079  -0.6593
43 H -1.2341 3.2652 1.4352  0.2868
44 H -0.0865 3.4808 0.7486  0.3641
45 O -1.2680 2.8273 -4.0572  -0.7052
46 H -0.3825 3.2752 -4.0705  0.3068
47 H -1.8412 3.3662 -3.4828  0.3445
48 O -1.0660 -1.8805 -2.6529  -0.5941
49 H -1.1035 -2.7632 -2.5316  0.2804
50 H -1.3068 -1.4748 -1.7688  0.2385
51 O 2.1272 -0.7604 3.8957  -0.6036
52 H 1.8836 0.1767 4.1753  0.3133
53 H 1.4534 -1.3493 3.8707  0.3060
54 O -1.4985 0.8906 -2.4703  -0.4749
55 H -2.0510 1.6356 -2.7745  0.2080
56 H -0.8107 0.7308 -3.0600  0.2763

***

Record 4
Entry from OMol25: 15 unconnected molecules or ions with the total composition C5H37O16 (ωB97M-V with the def2-TZVPD basis set).

Output
E_tot   -38548.4322 eV
Net charge   -1
Relative energy (zero: lowest compared OMol25 entry of this formula, charge and spin)   0.034 eV

Each line ends with the Mulliken charge.
Cartesian coordinates (Å):
1 O 1.2211 -1.2473 0.4496  -0.7098
2 C 0.9725 -0.0546 0.2002  0.3770
3 O 0.1954 0.2028 -0.7490  -0.6532
4 C 1.7918 1.1009 0.8133  -0.7184
5 C 1.8527 0.7395 2.3227  0.9889
6 C 0.4554 0.9180 2.9259  -0.6304
7 C 2.8728 1.6045 3.0465  -1.7626
8 H 1.2089 2.0301 0.8034  0.2735
9 H 2.7124 1.1278 0.1722  0.2778
10 H 2.1771 -0.2993 2.2679  0.2114
11 H -0.1558 1.7840 2.5624  0.1189
12 H 0.6273 1.1408 3.9502  0.6055
13 H -0.1483 0.0042 2.8914  -0.4377
14 H 2.7792 1.4983 4.1326  0.4494
15 H 2.7658 2.6732 2.8635  0.3252
16 H 3.9120 1.2948 2.9265  0.3954
17 H 2.6405 -2.5085 -1.5175  0.3087
18 H 4.0997 -2.6612 -1.4570  0.3126
19 O 3.3757 -2.2720 -2.0331  -0.6584
20 H 1.4278 -3.5598 -0.2230  0.3452
21 H 0.3569 -2.5745 -0.3793  0.4196
22 O 0.6308 -3.4610 -0.7512  -0.8665
23 H -0.2263 -4.7169 0.3750  0.3520
24 H -1.0578 -4.3569 1.4129  0.3150
25 O -1.1187 -4.9807 0.6968  -0.6680
26 H -4.0989 1.2093 -1.6883  0.2243
27 H -2.6466 1.1188 -1.9785  0.2884
28 O -3.2505 1.1389 -1.2594  -0.5258
29 H 1.5774 -2.4916 3.2802  0.2254
30 H 0.6844 -1.9173 2.0296  0.4497
31 O 0.7527 -2.3464 2.8803  -0.5234
32 H 0.1165 -2.1323 -4.2967  0.3294
33 H -0.8773 -3.1750 -3.8181  0.3018
34 O -0.7126 -2.5385 -4.5487  -0.6201
35 H 1.2262 4.4499 -1.1688  0.3534
36 H 0.9493 3.6114 -2.2544  0.3271
37 O 1.7286 4.1261 -1.9167  -0.6506
38 H -1.9352 1.2906 1.0296  0.2080
39 H -3.2131 1.8572 1.1848  0.3175
40 O -2.3055 2.0384 1.5046  -0.6015
41 H -1.0585 -1.2401 4.4685  0.3682
42 H -1.6392 -1.6348 3.2986  0.3788
43 O -1.7614 -1.8830 4.2589  -0.6746
44 H -1.3952 0.0533 -4.5030  0.3188
45 H -0.4636 1.1540 -4.9213  0.3444
46 O -1.3741 1.0371 -4.6308  -0.7317
47 H -0.9529 -0.3367 -1.9056  0.6075
48 H -1.6351 -1.6967 -2.0545  0.2206
49 O -1.5216 -0.8523 -2.4929  -0.5798
50 H -0.9752 2.4133 -3.4621  0.3420
51 H -0.2345 1.5526 -2.3693  0.3347
52 O -0.2783 2.4028 -2.8090  -0.7282
53 H -1.1782 -0.5419 0.9592  0.0205
54 H -2.2824 -1.6408 0.7063  0.2754
55 O -1.9183 -1.0116 1.3688  -0.5778
56 H -1.1085 4.1122 -1.5183  0.3257
57 H -2.0005 3.8625 -0.2866  0.3685
58 O -1.5868 4.5844 -0.7890  -0.6880